DFT (ωB97M-V with the def2-TZVPD basis set) results for C23H42CdCl3N4O3SSi as an isolated structure in a non-equilibrium geometry.

For the gap between HOMO and LUMO, the calculation gives 0.170 Ha. The HOMO energy is -2.241 eV. As for the LUMO energy: 2.394 eV. The total energy comes out at -3582.5029 Ha. The value obtained for the energy above the lowest of the compared OMol25 structures with the same formula, charge and spin is 0.923 eV. The net charge is -1.

Geometry as XYZ:
```
78
Properties=species:S:1:pos:R:3:forces:R:3:mulliken_charge:R:1
C -1.575801 -2.688964 -5.408746 -0.101 -0.651 -0.431 -1.49
C -1.154361 -2.842971 -3.986725 0.546 -0.414 0.857 0.40
H -1.774127 -3.689465 -5.806816 -0.100 0.213 -0.171 0.49
H -0.812679 -2.250682 -6.069797 -0.177 0.103 0.352 0.11
H -2.499459 -2.116081 -5.481787 0.065 0.125 -0.098 0.29
C -0.671643 -4.019163 -3.528305 -0.742 1.221 -0.018 0.56
C -0.651545 -5.262505 -4.337898 0.458 -0.582 -0.256 -1.85
H -0.343230 -4.124568 -2.492873 -0.305 0.153 -0.365 0.42
H 0.018006 -5.180294 -5.202884 -0.060 -0.147 0.079 0.35
H -1.638051 -5.557821 -4.715155 0.076 0.143 0.068 0.39
H -0.296291 -6.069241 -3.697506 0.055 -0.187 -0.220 0.40
Cd -0.281395 2.780056 0.290424 0.425 0.466 0.472 1.31
Cl -2.448091 2.655880 1.408917 -0.721 0.037 -0.140 -0.83
Cl 0.690368 4.912956 -0.247257 -0.102 0.166 -0.253 -0.72
H 1.360027 7.278860 3.485348 0.105 -0.015 0.009 0.33
H -1.046963 7.782875 3.526273 -0.065 -0.102 -0.088 0.30
C 1.257630 6.268009 3.087749 0.073 -0.127 -0.084 -0.83
C -1.109907 6.981144 2.780540 0.037 -0.209 0.091 -0.86
N -0.154775 5.928245 3.106415 0.010 0.319 -0.144 0.17
H 1.797653 5.556294 3.723851 -0.085 0.194 -0.249 0.25
C -0.508858 4.635421 2.985676 0.751 -1.263 -0.413 0.01
O 0.296109 3.689967 2.882226 -1.305 1.604 0.538 -0.55
H -2.120728 6.551170 2.791404 0.273 0.191 -0.029 0.30
H -1.606139 4.485955 2.950008 0.378 -0.055 0.019 0.36
H 1.663302 6.220824 2.064102 -0.114 -0.023 0.310 0.24
H -0.918746 7.415809 1.784788 -0.004 -0.255 0.249 0.29
H 2.201234 -0.114627 -2.502375 0.366 -0.016 0.312 -0.21
H 2.322461 -2.541030 -3.635446 0.117 -0.078 0.290 0.22
C 3.199723 -0.407593 -2.134720 -0.440 -0.196 -0.078 -0.60
C 3.156509 -2.782858 -2.959878 0.058 0.254 0.655 -0.92
N 3.196742 -1.839886 -1.834716 0.813 -0.308 0.393 0.32
H 3.432403 0.129611 -1.208063 -0.160 -0.079 -0.315 0.29
C 3.555065 -2.260342 -0.562848 -0.491 0.463 -0.170 0.00
O 3.708043 -1.529469 0.406427 0.134 -1.040 -1.124 -0.53
H 3.016584 -3.791764 -2.545737 -0.029 0.219 -0.265 0.31
H 3.625797 -3.386433 -0.512142 -0.010 0.672 0.044 0.33
H 3.937426 -0.181231 -2.919657 -0.028 -0.076 0.207 0.34
H 4.088707 -2.767114 -3.545457 -0.142 0.058 0.115 0.32
O -0.653413 -0.480192 -3.482765 0.159 -2.058 0.135 0.03
C -1.415221 -1.644422 -3.082738 0.328 0.837 0.314 0.02
C 0.030101 -2.364341 -1.085830 -0.346 -0.220 -0.297 -0.33
C -1.216913 -1.995574 -1.601571 -0.381 0.428 -0.261 0.68
H 0.908427 -2.290112 -1.735351 -0.394 0.086 0.442 0.44
C 0.118404 -2.926147 0.185608 0.210 0.001 -0.188 -0.38
H -2.477171 -1.360739 -3.205479 0.139 -0.304 0.046 0.43
C -2.366327 -2.063963 -0.801250 0.900 -0.619 -0.113 -0.79
H 1.088579 -3.288593 0.553332 -0.467 0.342 -0.053 0.25
C -1.032737 -3.079179 0.954562 -0.445 0.127 -0.121 -0.65
C -2.275738 -2.650056 0.462070 0.272 0.050 0.076 -0.74
H -3.316878 -1.738253 -1.213890 0.044 -0.053 0.146 0.35
H -0.964919 -3.530155 1.943677 -0.052 0.080 -0.204 0.37
H -3.185973 -2.799653 1.042792 0.281 0.144 0.027 0.35
Si -0.787489 0.797324 -4.489143 0.671 1.185 2.472 0.30
Cl 0.379991 0.579482 -0.128445 -2.918 -1.698 -4.717 -0.45
C 0.981819 1.449104 -4.468200 0.491 -0.066 -0.922 -1.07
C -1.572615 2.135756 -3.370493 -0.870 -0.082 -0.609 -0.96
C -1.753424 0.552154 -6.049256 -0.149 0.257 -0.842 -1.27
H 1.133979 1.948411 -3.500321 -0.194 -0.246 -0.229 0.24
H 1.184260 2.202128 -5.252226 -0.034 -0.245 0.237 0.41
H 1.749536 0.663259 -4.540885 -0.245 0.192 -0.186 0.24
H -1.298569 0.010607 -6.891038 0.121 0.080 0.412 0.35
H -1.883268 1.590072 -6.388949 -0.199 -0.143 -0.126 0.43
H -2.753902 0.117794 -5.909980 0.267 0.239 0.206 0.36
H -2.196158 1.632956 -2.609736 0.102 0.278 -0.269 0.26
H -2.203366 2.817153 -3.963115 -0.081 -0.049 0.299 0.39
H -0.851080 2.770091 -2.837331 -0.003 -0.377 -0.232 0.13
S 1.783116 1.083645 1.721158 1.445 0.711 4.255 -0.59
C 0.702646 0.475648 2.878998 1.989 2.012 -1.005 0.36
N 1.238236 -0.240137 3.886474 0.179 -1.504 0.930 -0.33
C 0.455473 -0.149979 5.094596 0.147 -0.543 0.062 -0.63
C -0.757309 0.667547 4.646413 -0.381 0.365 -0.128 -0.42
N -0.575199 0.773420 3.209090 -0.616 0.162 -0.525 0.24
H 2.214162 -0.509252 3.855506 -0.441 0.472 -0.001 0.26
H 1.026712 0.341063 5.887509 -0.130 0.027 0.095 0.32
H 0.149003 -1.138198 5.438096 0.002 -0.122 0.222 0.29
H -0.745410 1.662890 5.116078 -0.067 -0.107 -0.116 0.19
H -1.711464 0.184835 4.876166 0.109 0.019 0.109 0.31
H -1.226598 1.350034 2.635706 0.998 -0.436 0.514 -0.10
```
Forces are in eV/Å.

---

DFT (ωB97M-V with the def2-TZVPD basis set) results for C23H42Cl3CoN2O4Si as an isolated structure in a non-equilibrium geometry.

The multiplicity is 5. For the gap between HOMO and LUMO (spin up / spin down), the calculation gives 0.305 / 0.181 Ha. The HOMO energy (spin up / spin down) is -8.336 / -8.329 eV. As for the LUMO energy (spin up / spin down): -0.046 / -3.403 eV. As for the expectation value of S²: 6.013. The total energy comes out at -4364.9038 Ha. The net charge is 0.

Geometry as XYZ:
```
76
Properties=species:S:1:pos:R:3:forces:R:3:mulliken_charge:R:1
C -2.185975 -1.739760 -3.082271 -0.265 -0.028 -0.438 -1.49
C -1.140152 -1.714793 -2.019339 0.650 -0.556 0.462 0.84
H -2.909105 -2.551146 -2.904379 0.169 0.144 -0.020 0.32
H -1.740149 -1.909285 -4.070901 -0.183 -0.048 0.140 0.31
H -2.747944 -0.804432 -3.136910 0.077 -0.140 0.016 0.28
C -0.207807 -2.674769 -1.944074 -0.453 0.329 0.131 0.49
C -0.021602 -3.728381 -2.980976 0.203 -0.345 -0.274 -1.79
H 0.450037 -2.752765 -1.082739 -0.102 0.307 -0.163 0.22
H 0.226525 -3.270739 -3.946531 -0.108 -0.109 -0.011 0.33
H -0.911536 -4.358028 -3.129512 0.169 0.193 0.038 0.39
H 0.814173 -4.382451 -2.707929 -0.192 0.024 -0.101 0.40
Co -1.492012 0.647518 -5.946553 -0.295 0.744 1.538 0.49
Cl -3.365027 1.092814 -4.918709 -0.240 0.466 -0.134 -0.45
Cl -0.006582 0.324984 -4.020184 0.052 0.459 -0.035 -0.30
H 0.772964 1.939912 3.017494 -0.120 0.186 -0.316 0.29
H -0.407419 4.671388 3.549511 0.104 0.019 -0.170 0.32
C 0.455003 2.291636 2.021408 0.094 -0.177 -0.217 -0.88
C -0.506610 4.547312 2.461714 -0.303 -0.090 0.156 -1.01
N -0.720126 3.156466 2.092527 -0.338 -0.404 0.371 0.39
H 0.221536 1.412919 1.406842 0.105 0.221 0.187 -0.05
C -1.949330 2.580990 2.267754 0.358 -0.589 -0.265 -0.23
O -2.190399 1.382960 2.116481 0.163 1.362 0.247 -0.43
H -1.363460 5.138682 2.125946 0.189 0.038 0.044 0.39
H -2.729743 3.321817 2.539510 0.090 -0.185 -0.153 0.31
H 1.281984 2.842856 1.557704 -0.207 -0.207 0.093 0.53
H 0.404456 4.911228 1.980022 -0.211 -0.021 0.027 0.27
H 2.148873 -1.285193 -2.403085 0.189 0.219 0.110 0.07
H 2.662221 -3.035087 -0.635925 0.168 0.146 0.176 0.23
C 2.890891 -0.648665 -1.897631 -0.137 -0.141 0.046 -0.43
C 3.318967 -2.304108 -0.141376 -0.261 0.152 0.024 -0.80
N 2.873713 -0.953515 -0.471165 0.709 0.652 0.160 0.35
H 2.632268 0.398898 -2.064313 0.147 -0.303 0.118 -0.27
C 2.967479 0.047646 0.472370 0.334 0.188 -0.306 -0.06
O 3.024668 1.255201 0.239860 -0.136 -1.170 0.085 -0.65
H 3.270429 -2.454352 0.943441 0.033 0.012 -0.228 0.24
H 2.961356 -0.334477 1.513338 0.081 0.056 -0.473 0.50
H 3.883929 -0.867110 -2.318045 -0.156 0.144 0.034 0.35
H 4.350551 -2.471453 -0.494588 -0.267 0.038 0.152 0.32
O -0.192034 0.390876 -1.116533 0.036 -0.097 -0.741 -0.27
C -1.220812 -0.610636 -0.970670 0.151 0.259 0.663 -0.39
C 0.072125 -1.677972 0.941426 -0.210 -0.260 -0.204 1.34
C -1.135111 -1.222687 0.408947 0.166 0.048 0.115 -0.12
H 1.003762 -1.297382 0.526240 -0.476 -0.303 0.137 0.03
C 0.060525 -2.691708 1.900620 0.079 0.141 0.061 -0.72
H -2.216065 -0.157472 -1.068053 0.175 0.098 0.046 0.34
C -2.327295 -1.531747 1.055828 -0.041 -0.352 -0.283 -0.77
H 1.005620 -3.128963 2.243004 -0.372 0.212 -0.081 0.39
C -1.150294 -3.161154 2.396763 -0.371 -0.053 0.041 -1.02
C -2.347118 -2.537747 2.011212 0.125 -0.032 0.228 -0.80
H -3.232282 -1.010909 0.737166 0.101 -0.363 0.107 0.42
H -1.177533 -4.000513 3.097639 0.032 0.306 -0.200 0.36
H -3.300755 -2.853670 2.432427 0.250 0.065 0.030 0.40
Si -0.260588 1.691520 -2.182523 1.098 -1.030 1.654 1.79
Cl -1.194166 -1.094202 -6.988616 0.429 -1.394 -1.242 -0.41
C 1.390255 2.596075 -2.025795 0.068 0.119 -0.106 -1.30
C -1.756724 2.482894 -1.249576 -1.143 0.880 -0.199 -0.55
C -0.719810 3.047224 -3.596678 -1.195 2.362 -1.996 -1.51
H 2.000409 2.296531 -1.167984 -0.238 -0.180 -0.066 0.28
H 1.228441 3.680665 -1.962819 -0.076 -0.239 0.014 0.45
H 1.974232 2.424705 -2.939252 -0.065 0.022 0.142 0.43
H -0.005184 3.057712 -4.428318 0.156 -0.464 0.495 0.32
H -0.699300 4.031125 -3.111651 0.065 -0.478 0.077 0.48
H -1.735663 2.843942 -3.965815 0.297 -0.232 0.349 0.44
H -1.506509 2.626941 -0.193398 0.557 -0.300 -0.260 -0.24
H -2.644243 1.844127 -1.269152 0.207 -0.096 -0.224 0.32
H -2.060275 3.454140 -1.651861 0.005 -0.244 0.100 0.53
C 1.688135 -1.069209 5.566312 0.233 0.060 0.014 -1.44
C 1.050793 -0.646865 4.264724 0.576 0.060 -1.330 0.85
C -0.433448 -0.398999 4.341603 -0.130 0.280 -0.376 -0.69
O 1.704207 -0.532463 3.218684 -1.025 -0.124 2.103 -0.41
H 1.045532 -0.812252 6.416849 0.221 -0.125 -0.172 0.42
H 2.662263 -0.578505 5.662233 -0.125 -0.189 0.039 0.34
H 1.842023 -2.157782 5.551214 -0.022 0.249 0.007 0.29
H -0.641668 0.335305 5.137669 0.069 -0.241 -0.194 0.51
H -0.825875 -0.027296 3.389627 0.053 -0.144 0.180 -0.27
H -0.962596 -1.328404 4.599713 0.232 0.197 0.018 0.40
```
Forces are in eV/Å.

---

DFT (ωB97M-V with the def2-TZVPD basis set) results for C23H42ClN2O6OsP2Si3 as an isolated structure.

For the gap between HOMO and LUMO, the calculation gives 0.272 Ha. The HOMO energy is -10.987 eV. As for the LUMO energy: -3.590 eV. The total energy comes out at -3564.7326 Ha. The net charge is +1.

Geometry as XYZ:
```
80
Properties=species:S:1:pos:R:3:forces:R:3:mulliken_charge:R:1
Os -0.011639 -0.195385 0.391134 0.152 -0.049 0.701 0.21
N 0.831739 -3.716945 3.349605 -0.014 0.052 -0.027 -0.10
C -0.397024 -2.884720 3.028249 -0.032 0.054 0.004 0.15
C -1.628050 -3.559440 3.636985 0.030 -0.007 -0.036 -1.95
P -0.013778 -1.209298 3.801517 0.018 0.021 -0.093 0.73
O -1.245474 -0.901039 4.772103 0.105 -0.022 -0.034 -0.51
O 1.233443 -1.513248 4.568976 -0.018 -0.016 0.020 -0.97
O -0.056116 -0.188523 2.711121 -0.150 -0.075 -0.048 -0.42
P -0.627516 -2.818402 1.218227 -0.072 0.092 -0.060 1.11
O 0.860862 -2.304779 0.658168 0.048 0.086 0.076 -1.03
O -0.962601 -4.133780 0.676773 0.015 -0.012 0.043 -0.75
O -1.428468 -1.530791 0.933527 -0.307 -0.163 -0.046 -0.96
H 1.323718 -3.118804 4.078289 0.015 -0.027 0.024 0.42
H 1.459176 -3.815161 2.551233 -0.008 -0.022 -0.008 0.28
H 0.582416 -4.645036 3.686788 0.026 -0.009 0.011 0.38
H -1.521077 -3.647611 4.719047 0.007 0.003 -0.002 0.48
H -1.782227 -4.544531 3.194136 -0.012 0.002 0.003 0.53
H -2.512781 -2.954121 3.447111 -0.002 0.004 -0.001 0.37
H -1.017888 -1.023690 5.702580 -0.005 0.005 0.005 0.39
H 1.096106 -2.790501 -0.152961 0.018 0.030 -0.034 0.09
C 2.997986 -0.854138 -1.656548 -0.012 -0.041 0.013 -0.94
Si 1.350847 -1.092983 -2.537203 -0.053 0.140 0.081 0.75
C 1.100177 -2.960244 -2.603808 0.063 -0.062 -0.148 -1.38
C 1.588667 -0.548742 -4.313131 -0.010 -0.029 -0.041 -1.17
C -0.075233 -0.154763 -1.694715 -0.129 -0.238 -0.321 1.15
Si -1.772078 -0.848914 -2.355623 0.000 0.145 0.069 0.38
C -3.177975 0.159356 -1.622593 -0.025 0.010 -0.031 -0.93
C -2.195693 -2.638476 -2.017955 -0.010 -0.019 0.060 -1.08
C -1.864397 -0.763741 -4.231624 -0.017 -0.043 0.002 -1.36
Si -0.075565 1.698299 -2.094544 0.073 -0.021 0.118 -0.12
C -0.906596 2.375870 -3.623162 -0.070 0.034 0.020 -1.37
C 1.621337 2.516661 -2.096016 -0.028 0.056 0.006 -1.19
C -1.046982 2.372978 -0.595161 0.102 -0.106 -0.104 0.23
C -1.706407 3.589936 -0.544688 -0.075 0.109 0.017 -0.72
C -2.434591 3.949844 0.580835 0.076 -0.166 0.007 -0.69
C -2.495993 3.056936 1.640453 -0.067 0.145 -0.059 -0.97
C -1.819760 1.858135 1.551707 -0.003 -0.063 0.096 -0.25
N -1.103253 1.534586 0.468457 0.171 -0.049 -0.230 1.53
H 3.776554 -1.294316 -2.285150 -0.021 -0.015 -0.018 0.55
H 3.038795 -1.371508 -0.694095 0.043 0.030 -0.035 0.11
H 3.277049 0.187015 -1.491183 -0.010 0.023 -0.001 0.30
H 2.076391 -3.408165 -2.813539 -0.024 -0.027 0.012 0.47
H 0.453972 -3.210412 -3.449058 0.011 -0.018 0.039 0.34
H 0.668142 -3.489388 -1.749307 -0.049 0.025 -0.016 0.38
H 2.376171 -1.161247 -4.760832 0.000 0.017 -0.007 0.42
H 1.892148 0.494056 -4.423537 -0.002 -0.010 0.054 0.25
H 0.683466 -0.697749 -4.900820 0.039 0.008 -0.032 0.34
H -3.200647 0.090976 -0.533102 0.002 -0.014 -0.002 0.15
H -4.120226 -0.255108 -1.990502 0.010 0.006 -0.018 0.64
H -3.157811 1.215345 -1.898568 -0.016 -0.014 0.022 0.21
H -2.220040 -2.940814 -0.975968 -0.031 0.005 -0.052 0.23
H -1.580957 -3.349202 -2.567465 0.006 0.014 0.011 0.31
H -3.216964 -2.744996 -2.400171 0.013 -0.001 -0.018 0.49
H -1.500156 0.144910 -4.700280 -0.007 0.001 -0.005 0.33
H -2.921467 -0.871888 -4.493797 0.009 0.003 -0.004 0.40
H -1.344938 -1.612257 -4.682133 0.002 -0.004 0.014 0.36
H -0.418173 2.044377 -4.540764 0.025 -0.005 0.026 0.41
H -0.816917 3.465730 -3.591697 -0.006 -0.008 -0.012 0.45
H -1.965390 2.126827 -3.685821 0.009 0.005 -0.034 0.37
H 2.222790 2.181435 -2.942896 -0.031 -0.013 -0.013 0.37
H 2.233108 2.418210 -1.200274 -0.006 -0.024 0.020 0.34
H 1.446237 3.587902 -2.236424 0.029 -0.007 -0.001 0.42
H -1.654178 4.254050 -1.398181 -0.003 -0.003 0.011 0.46
H -2.949732 4.899672 0.627422 -0.003 0.008 0.000 0.49
H -3.059043 3.282268 2.534702 0.006 -0.012 0.004 0.49
H -1.816974 1.139222 2.357601 0.013 0.000 -0.005 0.43
Cl 2.546482 4.949899 4.963871 0.002 -0.002 0.002 -0.20
C 2.313000 3.692504 3.798375 -0.001 0.027 0.016 0.33
C 2.740559 2.404810 4.084391 0.001 -0.047 -0.016 -1.03
C 2.549577 1.407632 3.145740 0.024 0.039 0.033 -0.49
C 1.923521 1.674974 1.927180 0.054 -0.129 0.056 1.01
C 1.715571 0.549976 0.993097 -0.006 0.234 0.114 0.53
C 1.511914 2.978684 1.660864 0.002 0.044 0.015 0.50
C 1.706163 3.989031 2.588900 -0.018 -0.013 -0.038 -1.43
H 3.218203 2.190349 5.030130 -0.007 0.007 0.003 0.45
H 2.866380 0.397911 3.378507 -0.001 0.009 -0.019 0.38
H 2.478383 -0.223655 1.083073 0.035 0.053 -0.063 0.98
H 1.623688 0.878763 -0.091998 0.118 0.080 -0.052 -1.67
H 1.044072 3.226752 0.717943 -0.016 -0.017 -0.045 0.31
H 1.393943 5.002651 2.378480 0.001 -0.003 -0.004 0.46
```
Forces are in eV/Å.